Molecular formula: C7H12N2S2
Method: DFT, the ωB97M-V functional and the def2-TZVPD basis

XYZ file:
```
23
Properties=species:S:1:pos:R:3:forces:R:3
C 5.2188 -0.3191 0.0326 -0.1 -0.3 -0.4
S 3.5737 -1.0460 -0.0224 -0.3 0.3 0.0
C 2.4934 0.3727 0.0287 0.0 0.8 -0.2
S 2.9553 1.9610 0.0252 0.2 -0.8 0.1
N 1.1876 -0.0130 0.0078 0.0 -0.2 0.3
N 0.1674 0.9009 -0.0094 -2.3 -0.8 -0.4
C -1.0570 0.4301 -0.0531 2.4 -0.3 -0.2
C -2.2357 1.3217 -0.2228 -1.8 0.2 -0.6
C -3.4641 0.4765 0.3322 0.6 2.3 0.6
C -3.0644 -0.8649 -0.1235 0.5 -1.9 0.4
C -1.5371 -1.0387 0.0535 0.0 0.7 -0.8
H 5.3332 0.4303 -0.7466 -0.1 0.0 0.1
H 5.8988 -1.1544 -0.1780 -0.2 0.2 0.2
H 5.4104 0.1036 1.0043 0.1 0.2 0.2
H 0.9766 -0.9954 0.0893 -0.1 -0.2 -0.1
H -2.4915 1.5256 -1.3051 0.7 -0.4 0.8
H -2.1071 2.2904 0.2278 0.1 0.3 0.3
H -3.4996 0.6056 1.4609 -0.1 -0.4 -1.3
H -4.4448 0.7744 -0.1132 0.8 0.0 0.5
H -3.6291 -1.6347 0.3687 -0.2 -0.6 0.4
H -3.2876 -1.0011 -1.1606 -0.2 0.2 -0.9
H -1.1206 -1.7219 -0.7410 -0.2 0.7 0.9
H -1.2765 -1.4037 1.0447 0.1 -0.2 0.1
```
Positions in Å, forces in eV/Å.

Summary:
* energy above the lowest of the compared OMol25 structures with the same formula, charge and spin: 38.3 kcal per mole
* electronic energy: -1179.7702 hartree
* SMILES string: CSC(=S)NN=C1CCCC1

Molecular formula: C38H32ClN3O10P2Zr
Method: DFT, the ωB97M-V functional and the def2-TZVPD basis

XYZ file:
```
87
Properties=species:S:1:pos:R:3:forces:R:3
Zr -0.7058 -0.1243 -0.0481 0.0 -0.3 -0.2
C 0.4195 -1.5218 2.0317 0.0 0.0 -0.1
C -0.7185 -2.2686 1.6807 0.0 0.1 -0.1
C -1.8573 -2.2212 2.4819 0.0 0.0 0.0
C -1.8434 -1.4736 3.6494 0.0 0.0 0.0
C -0.7186 -0.7324 3.9991 0.0 0.0 0.0
C 0.4055 -0.7372 3.1867 0.0 0.0 0.0
H 1.3518 -1.6525 1.4893 0.0 0.0 0.0
H -0.6904 -2.9490 0.8347 0.0 0.0 0.0
H -2.7330 -2.7951 2.2091 0.0 0.0 0.0
H -2.7130 -1.4665 4.2931 0.0 0.0 0.0
H -0.7178 -0.1582 4.9165 0.0 0.0 0.0
H 1.2881 -0.1769 3.4682 0.0 0.0 0.0
C -0.6056 -2.1169 -3.5483 0.0 0.0 0.0
N 0.4970 -1.2865 -2.9746 0.0 0.0 0.0
P 1.0932 -1.7678 -1.4277 0.1 0.0 0.1
C 1.3893 -3.5429 -1.4949 0.0 0.0 -0.1
C 1.7270 -4.1515 -2.7067 0.0 0.0 0.0
C 2.0841 -5.4891 -2.7322 0.0 0.0 0.0
C 2.1158 -6.2245 -1.5538 0.0 0.0 0.0
C 1.8016 -5.6194 -0.3463 0.0 0.0 0.0
C 1.4409 -4.2810 -0.3141 0.0 0.0 0.0
C 2.7268 -1.0384 -1.2423 0.0 0.0 0.0
C 2.9179 -0.0405 -0.2904 0.0 0.0 0.0
C 4.1626 0.5475 -0.1261 0.0 0.0 0.0
C 5.2238 0.1252 -0.9120 0.0 0.0 0.0
C 5.0446 -0.8800 -1.8577 0.0 0.0 0.0
C 3.8018 -1.4637 -2.0230 0.0 0.0 0.0
P 0.0979 0.3872 -2.7121 0.0 0.1 0.2
C -0.9801 0.8751 -4.0689 0.0 0.1 0.0
C -0.6330 0.5078 -5.3724 0.0 0.0 0.0
C -1.3667 0.9872 -6.4417 0.0 0.0 0.0
C -2.4340 1.8515 -6.2219 0.0 0.0 0.0
C -2.7563 2.2466 -4.9341 0.0 0.0 0.0
C -2.0299 1.7638 -3.8544 0.0 0.0 0.0
C 1.5695 1.3935 -2.9348 0.0 0.0 0.0
C 1.6618 2.5554 -2.1719 0.0 0.0 0.0
C 2.6935 3.4525 -2.4073 0.0 0.0 0.0
C 3.6307 3.1812 -3.3931 0.0 0.0 0.0
C 3.5419 2.0160 -4.1475 0.0 0.0 0.0
C 2.5083 1.1217 -3.9264 0.0 0.0 0.0
H -0.4748 -3.1514 -3.2461 0.0 0.0 0.0
H -0.5728 -2.0690 -4.6316 0.0 0.0 0.0
H -1.5915 -1.7893 -3.2187 0.0 0.0 0.0
H 1.7138 -3.5845 -3.6292 0.0 0.0 0.0
H 2.3399 -5.9583 -3.6724 0.0 0.0 0.0
H 2.3934 -7.2695 -1.5777 0.0 0.0 0.0
H 1.8405 -6.1875 0.5730 0.0 0.0 0.0
H 1.2306 -3.8220 0.6425 0.0 0.0 0.0
H 2.0976 0.3104 0.3351 0.0 0.0 0.0
H 4.3032 1.3290 0.6082 0.0 0.0 0.0
H 6.1990 0.5760 -0.7852 0.0 0.0 0.0
H 5.8797 -1.2088 -2.4612 0.0 0.0 0.0
H 3.6682 -2.2502 -2.7550 0.0 0.0 0.0
H 0.2183 -0.1351 -5.5581 0.0 0.0 0.0
H -1.1007 0.6969 -7.4490 0.0 0.0 0.0
H -3.0049 2.2259 -7.0607 0.0 0.0 0.0
H -3.5739 2.9338 -4.7649 0.0 0.0 0.0
H -2.2843 2.0904 -2.8567 0.0 0.0 0.0
H 0.9296 2.7675 -1.3996 0.0 0.0 0.0
H 2.7643 4.3605 -1.8237 0.0 0.0 0.0
H 4.4349 3.8806 -3.5781 0.0 0.0 0.0
H 4.2768 1.8112 -4.9144 0.0 0.0 0.0
H 2.4387 0.2134 -4.5126 0.0 0.0 0.0
O -4.3398 -0.3763 -0.0020 0.0 0.0 -0.1
Cl -3.3939 -0.3260 -1.0307 0.0 -0.1 0.0
O -2.2832 -1.3515 -0.7323 -0.2 -0.2 0.1
O -3.8753 -0.5317 -2.3252 0.1 0.0 0.0
O -2.5542 0.9015 -0.9460 0.1 0.1 0.1
O -0.1020 1.6828 0.8183 -0.2 0.0 -0.2
C -1.1654 1.7393 1.5785 0.2 0.1 0.1
O -1.8620 0.6883 1.6210 0.0 0.1 0.0
C -1.5113 2.9561 2.2992 0.0 0.0 0.0
C -0.5940 4.0012 2.3683 0.0 0.0 -0.1
C -0.9534 5.1358 3.0600 0.0 0.0 0.0
C -2.1845 5.2753 3.6731 0.0 0.0 0.0
C -3.0700 4.2181 3.5713 0.0 0.0 0.0
C -2.7638 3.0550 2.9023 0.0 0.0 0.0
N -4.4021 4.3364 4.2110 0.1 0.0 0.0
O -4.5911 5.3099 4.8961 0.0 0.1 0.0
O -5.1843 3.4380 3.9973 -0.1 -0.1 0.0
N 0.0205 6.2506 3.1402 -0.1 0.1 -0.1
O -0.3263 7.2360 3.7408 0.0 0.0 0.1
O 1.0806 6.0840 2.5770 0.1 0.0 0.0
H 0.3776 3.9424 1.8995 0.0 0.0 0.0
H -2.4453 6.1759 4.2122 0.0 0.0 0.0
H -3.4882 2.2541 2.8486 0.0 0.0 0.0
```
Positions in Å, forces in eV/Å.

Summary:
* energy above the lowest of the compared OMol25 structures with the same formula, charge and spin: 40.9 kcal per mole
* net charge: +2
* electronic energy: -3573.0414 hartree

Molecular formula: C11H29Cl2GaOPS
Method: DFT, the ωB97M-V functional and the def2-TZVPD basis

XYZ file:
```
46
Properties=species:S:1:pos:R:3:forces:R:3
Ga -0.0692 0.4987 1.5404 0.2 -0.6 -1.1
Cl -1.5559 2.1379 1.1734 -1.0 1.7 -0.3
Cl 1.1106 -1.5617 1.6495 1.2 -1.4 0.2
H -1.2295 -0.4903 1.6151 -0.8 -0.3 0.6
H 1.2197 1.2763 1.7281 0.5 0.6 0.3
P -0.0561 0.2864 -1.2095 0.2 -0.2 1.9
C 0.2771 1.9798 -1.8732 -0.3 -0.2 -0.4
C 1.0854 -0.8719 -2.0856 -0.4 0.5 -0.4
C -1.8163 -0.1559 -1.5827 0.4 0.5 -0.3
C 1.2973 2.6899 -0.9701 -0.1 0.0 0.0
H -0.7017 2.4740 -1.7525 0.3 0.0 0.0
C 0.6755 2.0519 -3.3506 0.0 0.3 -0.1
H 1.7115 1.7294 -3.5204 -0.2 0.0 0.1
H 0.5992 3.1035 -3.6618 0.1 -0.2 -0.1
H 0.0184 1.4680 -4.0053 0.1 0.1 0.1
H 0.8376 2.9387 -0.0097 0.1 -0.1 -0.1
H 1.6376 3.6169 -1.4462 0.0 0.0 0.0
H 2.1776 2.0675 -0.7634 -0.2 0.1 -0.1
H -2.3314 0.6731 -1.0650 0.2 -0.2 -0.2
C -2.2600 -1.4662 -0.9042 -0.1 -0.1 0.2
C -2.1496 -0.0857 -3.0745 -0.4 -0.1 -0.1
H -2.0903 0.9405 -3.4555 0.0 -0.2 0.1
H -3.1799 -0.4333 -3.2258 0.1 0.1 -0.1
H -1.4966 -0.7120 -3.6995 -0.1 0.0 0.2
H -1.5644 -1.8325 -0.1382 -0.1 0.2 -0.2
H -2.4220 -2.2685 -1.6316 0.1 0.1 0.0
H -3.2071 -1.2878 -0.3803 0.1 -0.1 -0.2
C 2.5152 -0.6101 -1.5966 0.2 -0.1 0.1
H 0.9703 -0.6172 -3.1520 0.4 -0.3 0.0
C 0.7052 -2.3292 -1.8437 0.1 -0.2 0.2
H 2.9228 0.3404 -1.9567 -0.1 -0.1 0.0
H 3.1754 -1.4169 -1.9387 0.0 0.1 -0.1
H 2.5586 -0.6229 -0.4981 -0.1 0.0 -0.2
H 0.7197 -2.5341 -0.7656 -0.1 0.0 -0.2
H 1.4617 -2.9727 -2.3083 -0.1 0.0 0.0
H -0.2740 -2.6044 -2.2477 0.2 0.1 0.0
C 0.7786 0.2039 6.0258 -0.2 -0.2 0.1
S -0.2474 0.1381 4.5355 0.0 0.0 -0.8
C -0.7571 -1.6085 4.5322 0.2 -0.1 0.5
O -1.4257 1.0052 4.8040 0.0 -0.3 0.4
H 1.4808 -0.6312 6.0561 0.0 0.1 0.0
H 0.1036 0.1924 6.8848 0.1 0.0 0.0
H 1.3238 1.1531 5.9863 -0.2 -0.2 0.0
H -1.4780 -1.7614 5.3443 0.1 0.0 -0.1
H -1.1935 -1.8680 3.5581 0.2 0.4 0.3
H 0.1425 -2.2233 4.6794 -0.3 0.2 -0.1
```
Positions in Å, forces in eV/Å.

Summary:
* net charge: -1
* electronic energy: -4096.5365 hartree

Molecular formula: C2H2N2OS
Method: DFT, the ωB97M-V functional and the def2-TZVPD basis

XYZ file:
```
8
Properties=species:S:1:pos:R:3:forces:R:3
S -2.1025 -0.0557 -0.0019 0.3 0.0 -0.5
C -0.3521 -0.1234 -0.2236 -0.1 0.6 0.1
C 0.5622 0.9929 -0.1172 0.0 -1.3 0.4
N 1.7395 0.4903 0.1030 0.0 0.3 -0.5
O 1.6129 -0.8665 0.0512 0.0 0.5 -0.5
N 0.3270 -1.2254 -0.2181 -0.2 0.0 0.8
H -2.1454 -1.2616 0.5723 -0.1 -0.1 0.0
H 0.3584 2.0494 -0.1657 0.1 0.0 0.2
```
Positions in Å, forces in eV/Å.

Summary:
* energy above the lowest of the compared OMol25 structures with the same formula, charge and spin: 57.4 kcal per mole
* electronic energy: -660.2563 hartree
* SMILES string: Sc1cnon1

Molecular formula: C49H34FN2O4PbSb
Method: DFT, the ωB97M-V functional and the def2-TZVPD basis

XYZ file:
```
92
Properties=species:S:1:pos:R:3:forces:R:3
Pb -0.6393 -0.2825 0.4950 0.7 -0.1 -0.5
O 1.7857 4.2652 1.8332 -0.2 0.1 0.4
C 0.9449 3.2192 1.5907 1.1 0.4 -1.1
O 0.9833 2.6621 0.5383 -0.3 -0.4 -0.1
C 0.0726 2.9133 2.7274 -1.1 -0.1 1.7
C 0.1526 3.6822 3.9015 0.4 -0.1 -0.8
C -0.6634 3.3684 4.9590 -0.5 -0.1 0.4
C -1.5694 2.3263 4.8369 0.4 0.0 -0.3
C -1.6065 1.6379 3.6193 0.1 0.3 0.4
N -0.8027 1.9100 2.6065 0.4 0.6 0.0
C -2.6056 0.5396 3.3996 -0.4 -0.5 0.0
O -3.7666 0.6803 4.1002 0.1 0.0 0.0
O -2.4558 -0.4113 2.6994 0.1 0.3 0.0
H 2.3041 4.3636 1.0228 0.0 -0.1 0.0
H 0.8632 4.4931 3.9492 0.0 0.0 0.1
H -0.6214 3.9313 5.8826 0.1 0.0 0.0
H -2.1690 2.0213 5.6839 -0.1 0.0 0.0
H -3.7634 1.5145 4.5796 -0.1 0.1 0.0
C 1.4871 5.5899 -6.3167 0.0 0.0 -0.1
C 2.3395 4.4977 -6.2491 0.0 0.1 0.0
C 2.0893 3.4710 -5.3456 0.0 0.0 0.0
C 0.9943 3.5046 -4.4823 0.1 -0.1 0.2
C 0.1373 4.6002 -4.5931 0.0 0.0 0.1
C 0.3700 5.6303 -5.4938 -0.1 0.1 0.0
Sb 0.5552 1.9913 -2.8518 -0.1 -0.6 -0.5
C -0.9549 1.2248 -4.2012 0.1 0.1 0.3
C -0.7840 1.0903 -5.5747 0.0 0.0 0.0
C -1.8491 0.7310 -6.3900 0.0 -0.1 -0.1
C -3.1056 0.5192 -5.8392 0.0 0.0 0.0
C -3.2850 0.6430 -4.4690 -0.1 0.1 0.0
C -2.2132 0.9869 -3.6565 0.0 -0.1 0.0
C 2.3167 0.9299 -3.4782 -0.2 0.1 0.2
C 2.2803 -0.2515 -4.2061 -0.1 0.0 0.0
C 3.4569 -0.8985 -4.5571 0.0 0.0 -0.1
C 4.6848 -0.3748 -4.1768 0.1 0.0 0.0
C 4.7309 0.7997 -3.4393 0.1 0.0 0.0
C 3.5511 1.4418 -3.0917 0.0 0.0 0.0
H 1.6849 6.4018 -7.0077 0.0 0.0 0.0
H 3.2084 4.4499 -6.8973 0.0 0.0 0.0
H 2.7722 2.6308 -5.3117 0.0 0.0 0.0
H -0.7361 4.6462 -3.9466 0.0 0.1 0.0
H -0.3130 6.4719 -5.5466 0.0 0.0 0.0
H 0.1912 1.2704 -6.0143 0.0 0.1 0.0
H -1.7069 0.6231 -7.4601 0.0 0.0 0.0
H -3.9428 0.2578 -6.4764 0.0 0.0 0.0
H -4.2659 0.4816 -4.0375 0.0 0.0 0.0
H -2.3500 1.0514 -2.5829 0.0 0.0 0.0
H 1.3215 -0.6736 -4.4804 0.0 -0.1 0.0
H 3.4222 -1.8218 -5.1241 0.0 0.0 0.0
H 5.6041 -0.8860 -4.4376 0.0 0.0 0.0
H 5.6872 1.2126 -3.1381 0.0 0.0 0.0
H 3.5870 2.3595 -2.5121 0.1 0.0 0.0
F 0.2230 -0.1779 -1.8856 -0.1 0.4 0.1
N -9.9888 -2.2243 -3.1872 0.1 0.0 0.0
C -8.9244 -2.0766 -2.7705 -0.5 -0.1 -0.2
C -7.6138 -1.9088 -2.2493 0.6 0.0 0.2
C -6.5102 -1.8391 -3.1087 -0.2 0.0 0.0
C -5.2373 -1.7052 -2.6010 0.0 -0.1 0.1
C -5.0202 -1.6320 -1.2136 -0.2 0.1 -0.1
C -6.1352 -1.6989 -0.3605 0.1 0.0 0.0
C -7.4086 -1.8346 -0.8663 -0.1 0.0 -0.2
C -3.7149 -1.4576 -0.6977 0.2 0.1 0.1
C -2.5889 -1.2866 -0.2562 -0.4 -0.4 -0.2
H -6.6692 -1.8905 -4.1785 0.0 0.0 0.0
H -4.3813 -1.6503 -3.2593 0.0 0.0 0.0
H -5.9746 -1.6403 0.7072 0.0 0.0 0.0
H -8.2627 -1.8775 -0.2024 0.0 0.0 0.0
C 0.3891 -1.9553 1.6369 -0.2 0.1 -0.4
C 0.9584 -2.4413 2.6107 -0.1 0.2 0.0
C 1.6390 -2.9320 3.7500 0.1 0.1 0.0
C 1.1898 -4.1661 4.3386 0.0 0.2 -0.1
C 1.9751 -4.9594 5.2086 0.0 -0.1 0.1
C 1.5112 -6.1625 5.7107 -0.1 0.0 0.0
C 0.2496 -6.6401 5.3745 -0.1 -0.2 0.1
C -0.5337 -5.8912 4.4977 0.1 0.0 0.0
C -0.0801 -4.6925 3.9879 0.0 -0.1 0.1
C 2.7332 -2.1239 4.2383 -0.3 -0.3 -0.2
C 3.3976 -1.2242 3.3677 0.1 0.1 0.1
C 4.4524 -0.4449 3.7985 -0.1 0.0 0.1
C 4.8904 -0.5000 5.1211 0.2 0.1 0.1
C 4.2197 -1.3343 6.0078 0.0 0.0 0.0
C 3.1609 -2.1199 5.5860 0.1 0.1 0.1
H 2.9817 -4.6472 5.4526 0.0 0.0 0.0
H 2.1436 -6.7508 6.3693 0.0 0.0 0.0
H -0.1105 -7.5835 5.7696 0.0 0.0 0.0
H -1.5144 -6.2556 4.2097 0.0 0.0 0.0
H -0.6923 -4.1263 3.2984 0.0 0.0 0.0
H 3.0587 -1.1586 2.3422 0.0 -0.1 0.0
H 4.9511 0.2152 3.0961 0.0 0.0 0.0
H 5.7235 0.1083 5.4555 0.0 0.0 0.0
H 4.5284 -1.3639 7.0489 0.0 0.0 0.0
H 2.6174 -2.7070 6.3147 0.0 -0.1 0.0
```
Positions in Å, forces in eV/Å.

Summary:
* energy above the lowest of the compared OMol25 structures with the same formula, charge and spin: 46.4 kcal per mole
* net charge: -2
* electronic energy: -2830.9689 hartree

One value per record, in order, for E_HOMO: -8.1, -14.2, -4.2, -9.8, -0.2 eV.